15
Properties=species:S:1:pos:R:3:forces:R:3 method="wB97M-V/def2-TZVPD" lumo_energy_ev="-0.57 / -0.57" largest_force_ev_per_a=3.4 e_tot_ha=-526.8025 e_above_lowest_ev=2.154 charge=0 gap_ha="0.2980 / 0.2981"
C 1.55080 1.00244 -0.05156 1.46 -0.89 -2.32
C 0.48676 0.04824 0.48462 1.64 -2.04 1.29
C -0.94335 0.41712 0.16264 0.18 -1.73 -1.61
N -1.92269 -0.70061 0.51539 0.35 1.78 -0.41
N -1.67339 -1.84677 -0.08434 0.78 -0.27 -3.28
I -4.04263 0.18731 0.00859 0.87 -0.31 0.14
H 1.90419 0.53161 -1.10073 -1.31 1.94 1.57
H 1.27476 2.09921 -0.01856 0.26 -1.34 -0.51
H 2.55164 0.89175 0.41107 -0.82 0.12 0.62
H 0.72085 -0.17368 1.53894 -0.94 1.13 0.43
H 0.73900 -0.99874 0.24426 -0.25 0.39 -1.24
H -1.15982 1.15083 0.86528 -1.02 1.82 0.61
H -0.95712 0.76449 -0.92888 -0.45 -0.41 1.45
H -2.11976 -2.58892 0.36245 -0.84 -1.33 0.83
H -1.68484 -2.02401 -1.16847 0.07 1.11 2.43